68
Properties=species:S:1:pos:R:3:forces:R:3 method="wB97M-V/def2-TZVPD" relative_energy_ev=0.653 charge=+1 homo_ev=-10.2
Os -0.650 0.454 -1.188 -0.763 0.052 -0.244
C 2.881 1.939 -1.582 -0.016 -0.026 -0.008
C 2.706 0.529 -2.152 -0.085 0.010 -0.074
C 4.053 -0.186 -2.290 -0.010 0.027 0.046
P 1.395 -0.403 -1.251 0.250 -0.048 0.524
C 1.636 -2.155 -1.734 -0.055 0.068 -0.167
C 1.472 -2.335 -3.247 0.065 -0.039 0.067
C 0.716 -3.083 -0.951 0.032 0.013 -0.035
C 1.646 -0.251 0.543 0.405 -0.232 -0.132
C 2.887 -0.209 1.188 -0.020 -0.098 -0.110
C 2.994 -0.126 2.564 0.006 0.011 0.052
C 4.330 -0.079 3.254 -0.013 0.016 -0.020
C 1.807 -0.081 3.299 0.029 0.006 0.011
C 0.569 -0.110 2.692 -0.093 -0.037 -0.046
C 0.467 -0.203 1.300 -0.117 -0.146 0.238
N -0.772 -0.208 0.632 0.349 0.116 -0.118
C -1.982 -0.336 1.392 0.008 0.243 0.020
C -2.378 -1.574 1.903 0.012 -0.085 0.026
C -1.572 -2.816 1.658 -0.016 0.062 0.008
C -3.542 -1.644 2.657 -0.017 -0.002 -0.013
C -4.322 -0.524 2.919 0.000 0.018 0.002
C -5.593 -0.638 3.714 0.028 0.005 -0.021
C -3.901 0.696 2.409 -0.014 -0.019 -0.007
C -2.742 0.811 1.651 -0.017 0.023 -0.038
C -2.325 2.170 1.146 0.024 -0.068 -0.005
H 3.706 2.436 -2.094 -0.018 0.019 -0.020
H 3.112 1.923 -0.517 0.019 -0.010 0.001
H 1.990 2.545 -1.735 -0.038 0.015 0.041
H 2.264 0.624 -3.151 0.056 -0.007 -0.015
H 4.556 -0.303 -1.330 0.000 -0.003 -0.004
H 4.705 0.418 -2.923 0.002 0.000 0.001
H 3.969 -1.168 -2.751 0.012 -0.005 0.002
H 2.672 -2.371 -1.454 0.005 0.020 0.021
H 0.457 -2.097 -3.557 0.016 -0.013 -0.054
H 1.669 -3.374 -3.513 0.012 -0.002 -0.002
H 2.155 -1.710 -3.823 -0.007 0.002 -0.007
H -0.327 -2.846 -1.154 0.018 -0.048 0.031
H 0.887 -3.006 0.122 -0.020 0.015 0.000
H 0.894 -4.115 -1.254 0.021 -0.007 0.008
H 3.792 -0.259 0.596 0.010 0.002 0.026
H 5.140 -0.313 2.565 0.004 0.002 0.000
H 4.369 -0.792 4.078 0.008 -0.004 0.002
H 4.520 0.912 3.670 0.007 -0.002 0.006
H 1.860 -0.021 4.380 -0.008 0.007 0.006
H -0.337 -0.073 3.284 0.014 0.000 0.037
H -1.449 -2.991 0.592 -0.012 -0.018 0.010
H -2.065 -3.684 2.092 0.004 -0.002 0.017
H -0.575 -2.736 2.099 0.012 -0.004 -0.023
H -3.846 -2.605 3.055 0.000 -0.006 0.000
H -5.504 -1.397 4.490 -0.009 -0.001 0.005
H -6.423 -0.924 3.066 -0.010 -0.002 0.006
H -5.851 0.309 4.185 -0.004 0.000 0.004
H -4.484 1.587 2.614 -0.006 0.004 0.004
H -2.947 2.945 1.588 0.001 0.013 0.000
H -2.438 2.253 0.059 -0.028 0.043 0.019
H -1.283 2.387 1.394 0.001 0.007 -0.008
C -1.504 -0.626 -2.404 0.020 0.126 -0.071
H -2.474 -0.263 -2.781 -0.092 -0.101 0.131
H -1.297 -1.664 -2.654 0.046 0.061 -0.057
I -1.046 6.420 -2.754 -0.003 0.018 -0.001
C -1.040 4.371 -2.884 0.039 -0.040 -0.007
C -1.537 3.589 -3.904 0.067 -0.003 0.014
N -1.316 2.309 -3.560 0.133 0.015 -0.151
N -0.687 2.214 -2.379 -0.120 0.049 0.072
C -0.520 3.466 -1.952 -0.066 0.008 -0.061
H -2.007 3.855 -4.835 -0.026 -0.013 -0.007
H -1.486 1.467 -4.089 -0.026 0.003 0.052
H -0.055 3.671 -1.001 -0.005 -0.011 0.015

***

69
Properties=species:S:1:pos:R:3:forces:R:3 method="wB97M-V/def2-TZVPD" homo_ev=-9.2
C -7.200 0.459 4.565 0.281 0.268 -0.232
C -6.068 0.361 3.581 -0.337 -0.933 -1.697
O -6.121 -0.379 2.605 0.447 1.187 1.597
O -4.997 1.164 3.841 -0.336 -0.191 0.580
C -3.768 0.441 3.953 0.362 -0.775 -0.561
C -3.089 0.176 2.602 -0.547 0.517 0.084
C -1.686 0.717 2.570 -0.047 -0.352 0.206
O -1.080 0.342 1.325 0.353 0.142 0.191
S 0.097 1.383 0.880 -0.724 0.077 0.012
O 0.841 0.637 -0.105 0.378 -0.131 -0.233
O -0.851 2.397 0.067 0.482 -0.173 -0.120
Si -0.830 2.346 -1.652 -0.454 0.467 -0.709
C -2.163 3.572 -2.151 0.193 -0.518 0.926
C 0.775 2.965 -2.366 -0.363 -0.371 -0.074
C -1.322 0.693 -2.365 0.664 0.179 0.243
H -7.524 -0.550 4.787 -0.076 -0.175 0.103
H -8.026 0.976 4.088 -0.176 0.084 -0.077
H -6.912 0.993 5.459 0.032 0.041 0.174
H -3.117 0.976 4.635 -0.058 0.457 0.056
H -3.970 -0.519 4.424 -0.121 -0.073 0.179
H -3.128 -0.881 2.371 0.218 -0.198 -0.086
H -3.689 0.677 1.850 -0.019 0.039 -0.238
H -1.113 0.303 3.400 0.232 -0.096 0.021
H -1.685 1.798 2.690 -0.119 0.230 -0.055
H -2.121 3.787 -3.211 -0.010 0.123 -0.216
H -2.092 4.478 -1.555 0.057 0.293 -0.130
H -3.119 3.116 -1.903 -0.261 0.014 -0.147
H 1.003 3.979 -2.059 0.185 0.107 0.216
H 0.602 3.004 -3.442 -0.005 0.016 -0.200
H 1.605 2.286 -2.211 0.236 0.067 0.185
H -2.112 0.206 -1.806 -0.219 -0.055 0.034
H -0.453 0.040 -2.373 0.045 -0.197 0.065
H -1.618 0.845 -3.399 -0.249 0.033 -0.152
C -6.723 -5.530 5.442 -0.006 -0.008 0.007
C -5.467 -5.120 5.016 0.024 0.004 0.004
C -5.346 -4.038 4.156 -0.018 0.004 0.039
C -6.478 -3.359 3.725 0.021 -0.024 -0.029
C -7.733 -3.769 4.155 0.005 -0.005 0.029
C -7.856 -4.855 5.011 -0.010 0.014 0.012
H -6.818 -6.376 6.111 0.000 -0.010 0.005
H -4.583 -5.646 5.354 0.006 -0.012 -0.003
H -4.366 -3.723 3.818 0.003 -0.004 -0.013
H -6.383 -2.513 3.057 -0.027 -0.050 -0.003
H -8.617 -3.241 3.821 -0.005 -0.007 -0.024
H -8.835 -5.177 5.341 -0.007 -0.002 0.007
C 5.155 1.364 -3.522 -0.018 0.020 0.019
C 3.916 0.835 -3.852 -0.036 -0.015 0.030
C 3.460 0.895 -5.162 0.000 -0.007 -0.007
C 4.248 1.480 -6.143 -0.006 -0.001 -0.006
C 5.489 2.008 -5.814 0.005 0.002 -0.004
C 5.941 1.953 -4.503 0.002 0.021 -0.018
H 5.510 1.319 -2.501 0.010 0.000 0.007
H 3.304 0.373 -3.087 -0.006 0.005 0.011
H 2.491 0.486 -5.417 -0.004 -0.013 -0.001
H 3.894 1.525 -7.165 -0.002 0.002 -0.010
H 6.103 2.463 -6.580 0.002 0.013 -0.006
H 6.907 2.367 -4.245 0.010 -0.005 0.012
C 8.570 -0.262 -3.473 0.030 0.000 -0.014
C 7.698 -0.887 -2.593 -0.009 -0.041 0.007
C 8.106 -1.171 -1.297 0.002 0.011 0.004
C 9.383 -0.823 -0.879 -0.004 -0.001 0.007
C 10.254 -0.196 -1.758 0.013 0.004 0.004
C 9.848 0.082 -3.057 -0.007 0.007 0.002
H 8.252 -0.042 -4.484 -0.020 -0.004 -0.006
H 6.701 -1.152 -2.917 -0.005 -0.001 -0.017
H 7.428 -1.663 -0.612 -0.009 0.000 0.006
H 9.700 -1.041 0.133 0.005 -0.003 0.009
H 11.249 0.077 -1.432 0.011 -0.001 0.001
H 10.529 0.567 -3.744 0.007 0.005 -0.005

***

75
Properties=species:S:1:pos:R:3:forces:R:3 method="wB97M-V/def2-TZVPD" relative_energy_ev=1.131 spin_multiplicity=4 s_squared=3.965 homo_ev="-5.7 / -7.8"
Co 1.939 -1.022 0.443 0.349 0.322 -0.124
C 2.969 -2.703 -0.504 0.189 0.004 0.025
C 2.915 -1.618 -1.435 0.226 -0.027 0.053
C 3.707 -0.559 -0.947 0.017 -0.174 -0.052
C 4.184 -0.947 0.329 -0.023 -0.181 -0.028
C 3.763 -2.280 0.579 0.249 -0.112 -0.229
H 2.562 -3.691 -0.654 -0.125 0.048 0.035
H 2.438 -1.644 -2.402 -0.102 0.076 0.085
H 3.945 0.350 -1.475 -0.116 0.056 0.076
H 4.858 -0.379 0.952 -0.162 0.085 0.096
H 4.041 -2.875 1.435 -0.136 0.073 0.091
O 1.734 7.055 0.899 -0.021 -0.021 0.023
C 1.834 6.045 -0.003 0.038 -0.046 0.066
O 1.972 6.312 -1.165 -0.014 -0.029 -0.023
C 1.771 4.653 0.525 -0.024 0.090 -0.050
C 1.374 4.321 1.818 -0.026 0.010 0.051
C 1.300 3.007 2.240 -0.013 0.016 -0.005
C 1.626 1.948 1.370 -0.020 -0.075 0.011
C 2.043 2.298 0.073 -0.007 -0.015 -0.033
C 2.104 3.610 -0.340 0.001 -0.057 -0.050
N 1.530 0.606 1.692 0.052 -0.085 -0.062
C 1.082 0.235 2.900 0.004 -0.027 -0.017
C 0.920 -1.135 3.208 0.043 0.050 -0.016
C 0.425 -1.589 4.455 -0.015 -0.006 0.025
C 0.231 -2.928 4.657 0.014 -0.006 -0.013
C 0.537 -3.834 3.628 -0.014 0.024 0.047
C 1.036 -3.322 2.449 0.056 0.023 -0.044
N 1.231 -2.023 2.230 -0.163 -0.017 -0.087
H 1.703 6.701 1.794 0.022 0.008 -0.029
H 1.080 5.086 2.530 -0.013 -0.019 0.008
H 0.968 2.819 3.249 0.000 0.004 0.032
H 2.302 1.499 -0.607 -0.030 0.057 0.012
H 2.409 3.857 -1.349 -0.006 -0.014 0.014
H 0.848 0.953 3.676 0.008 0.027 0.028
H 0.205 -0.863 5.229 -0.002 -0.016 0.011
H -0.150 -3.289 5.605 -0.003 0.008 -0.002
H 0.394 -4.899 3.747 0.007 0.012 -0.002
H 1.301 -3.982 1.628 -0.012 0.029 -0.003
N -2.271 -0.425 2.511 -0.111 0.009 -0.023
C -2.420 -1.622 1.846 -0.043 0.159 0.069
N -3.365 -2.506 2.317 0.071 -0.038 0.073
N -1.728 -1.928 0.779 -0.084 -0.344 -0.179
C -0.777 -1.347 0.212 0.314 0.458 -0.206
N 0.154 -0.832 -0.412 -0.432 -0.380 0.358
H -2.572 -0.431 3.474 0.060 -0.035 0.029
H -1.352 -0.008 2.404 0.033 -0.033 0.091
H -4.140 -2.109 2.823 -0.051 0.032 -0.068
H -3.625 -3.225 1.663 0.000 -0.010 0.002
C -1.801 2.257 0.147 0.241 0.005 0.141
Si -2.071 1.398 -1.483 -0.073 0.134 0.001
C -3.633 0.379 -1.349 -0.063 -0.147 -0.034
C -2.276 2.675 -2.833 0.086 0.041 -0.091
As -0.071 0.253 -2.046 -0.089 -0.027 -0.009
Si -0.956 -1.452 -3.443 0.064 -0.038 -0.093
C -2.034 -2.706 -2.582 -0.045 -0.002 0.220
C 0.492 -2.356 -4.200 0.136 -0.020 0.001
C -1.904 -0.613 -4.821 -0.039 0.173 -0.003
H -2.707 2.799 0.432 0.022 -0.022 0.014
H -0.974 2.969 0.086 -0.013 0.008 -0.009
H -1.564 1.548 0.945 -0.060 0.113 -0.079
H -4.437 1.035 -1.002 0.000 -0.020 -0.018
H -3.533 -0.437 -0.630 -0.006 0.023 0.000
H -3.934 -0.045 -2.310 -0.005 0.005 0.044
H -3.131 3.320 -2.616 0.011 -0.024 -0.002
H -2.438 2.217 -3.810 -0.021 0.010 -0.007
H -1.386 3.306 -2.900 -0.045 -0.004 0.002
H -1.465 -3.263 -1.833 -0.027 -0.013 -0.030
H -2.412 -3.417 -3.322 0.013 0.006 0.012
H -2.883 -2.246 -2.076 -0.015 -0.040 -0.027
H 1.066 -2.901 -3.446 -0.054 -0.009 -0.061
H 1.168 -1.657 -4.700 0.005 -0.045 -0.007
H 0.140 -3.079 -4.941 0.005 0.010 0.010
H -2.883 -0.260 -4.488 0.030 -0.002 -0.024
H -2.057 -1.314 -5.646 -0.007 0.010 0.023
H -1.352 0.247 -5.211 -0.033 -0.037 -0.036